86
Properties=species:S:1:pos:R:3 method="wB97M-V/def2-TZVPD" orbital_gap_ha=0.29115 smiles="C#CCCC[C@@H]1OS(=O)(=O)[C@@H](CCC)[C@@](COCCC)(Cc2cccc(C)c2)[C@@]1(CC(=O)c1ccccc1)C(F)(F)C(F)(F)F" e_above_lowest_kj_mol=2926.5 energy_ha=-2592.6256
S -0.4482 2.9647 1.3436
F 1.5288 0.9679 -2.7649
F 4.1151 0.5826 -1.3135
F 1.1148 2.8687 -1.4661
F 3.5234 2.4888 -2.5177
F 3.6293 2.7595 -0.2003
O 1.7189 -2.5314 1.4646
O -1.2338 2.9053 2.7176
O 1.1877 2.5119 1.4692
O -0.2854 4.5279 1.1772
O -1.1530 -1.7036 0.9915
C -6.0506 -0.1920 -3.5946
C 1.3951 1.0536 1.2158
C 3.5043 2.2506 6.5632
C -1.3416 0.0236 -1.8233
C 0.8624 0.5167 -0.2191
C -4.8463 0.6912 -4.2710
C 1.0287 0.3772 2.6354
C 3.2107 1.7351 -1.2313
C 2.3928 0.0072 3.5466
C -1.5861 -0.3903 0.7369
C -1.6712 -2.8142 0.2442
C 2.6923 1.2532 5.9496
C -3.1533 4.9680 -2.4477
C -4.1184 -0.9972 -1.6730
C 1.6146 1.4814 -1.3457
C -5.6518 -1.0610 -2.2662
C -2.3473 4.5219 -1.0477
C 2.3790 -1.7346 0.5760
C -1.9674 2.9549 -1.2448
C -0.8227 0.5703 -0.3813
C -1.4411 2.0862 0.0296
C 0.0544 -4.5992 -0.9459
C 5.0048 -0.7098 1.4086
C 1.4791 -0.9757 -0.5482
C -3.3474 0.7235 -3.6315
C 2.0291 -0.0529 5.1531
C 6.6690 -0.8558 1.4781
C -6.8513 -1.9689 -1.5673
C 7.3975 -2.1864 0.8388
C 6.4023 -3.3013 0.1296
C -0.8564 -4.2452 0.4048
C 4.0054 -1.7985 0.7177
C 4.7399 -3.1556 0.0711
C -2.8690 -0.1127 -2.2450
H 2.5904 0.9465 1.2402
H -3.0342 2.5070 -1.5522
H -3.9160 -1.6570 -0.7340
H -5.0969 1.3004 -5.2538
H -3.8415 4.1205 -2.8663
H -7.1219 -0.1600 -4.1055
H 0.6504 -1.7880 -0.8329
H -7.9038 -1.6722 -2.0436
H 2.8967 -0.9934 3.2132
H 4.1201 -3.9926 -0.4621
H -2.4785 1.8713 0.5965
H 1.0289 -3.9450 -0.9753
H 8.5796 -2.2922 0.8808
H -0.8860 0.8019 -2.6110
H -0.2379 -4.2765 1.3984
H 6.9502 -4.2429 -0.3585
H -2.9659 4.7854 -0.0896
H -3.6562 6.0224 -2.3612
H -1.3393 5.1597 -1.1099
H -0.8247 -1.0001 -2.1594
H 4.5709 0.2803 1.8500
H 2.1878 -1.0261 -1.5081
H -6.6859 -3.1237 -1.6852
H 0.8639 0.0317 5.3426
H -1.3172 2.8854 -2.2196
H -1.6538 -5.1285 0.4829
H 3.1679 0.8910 3.4186
H -1.5215 0.2487 1.7490
H 7.3505 -0.0139 1.9648
H -0.5807 -4.4502 -1.9383
H 2.3828 -1.0317 5.6880
H -2.5447 1.3998 -4.2018
H -1.7615 -2.6273 -0.9318
H -6.9305 -1.6539 -0.4296
H -2.7699 -0.3757 0.5798
H 0.4323 -0.6173 2.6417
H -2.7831 -3.0419 0.5962
H -2.2747 5.1005 -3.2457
H 0.3730 -5.7309 -0.8894
H 0.4430 1.0920 3.3942
H 3.9008 2.9913 7.4113

***

81
Properties=species:S:1:pos:R:3 method="wB97M-V/def2-TZVPD" orbital_gap_ha=0.28862 smiles="CCC(=C(c1ccc(OC)cc1)c1ccc(OC)cc1)c1cn(C[C@@H](O)CN2CCN(C)CC2)c2ccccc12" e_above_lowest_kj_mol=7.9 energy_ha=-1710.1571
O 2.7110 -0.7413 1.6968
O 0.8661 3.2370 -2.2772
O -7.7741 2.1017 1.2000
N 5.2671 -0.2929 0.9108
N 1.0890 -2.6780 0.1129
N 7.1220 1.8702 0.7888
C 1.3579 -2.6632 -2.3811
C -1.3503 -1.8473 -2.3484
C -4.1982 1.5694 1.1874
C 0.0500 -2.3504 0.9444
C -1.7596 0.6832 -0.2921
C -1.2400 2.2343 -2.0637
C 4.6794 -1.5857 0.6020
C 0.6691 -2.4134 -3.5488
C 7.6646 3.1675 1.1240
C -2.7185 -0.2417 0.3483
C 0.0538 2.3942 -1.5686
C -2.5796 -3.1230 2.6001
C -2.3614 -1.4970 0.6743
C 2.4517 -2.8156 0.5326
C 0.4226 1.7151 -0.4144
C -0.4792 0.8741 0.2124
C -2.1314 1.3973 -1.4299
C 3.1502 -1.4442 0.5616
C -6.5919 1.4635 0.9549
C 5.3387 0.5842 -0.2466
C -3.2614 -2.4573 1.4065
C -0.6691 -2.0124 -3.5329
C 2.1825 3.4273 -1.8286
C -8.9667 1.4820 0.7897
C -1.0528 -1.9895 0.2254
C -6.4646 0.2357 0.3174
C -5.2099 -0.3197 0.1318
C 6.5862 -0.3914 1.5118
C 7.0565 0.9939 1.9420
C -4.0598 0.3254 0.5711
C -5.4411 2.1269 1.3844
C 0.6779 -2.4962 -1.1805
C 5.8078 1.9686 0.1855
C -0.6738 -2.0804 -1.1538
H -1.7598 -3.7572 2.2740
H -7.3305 -0.2975 -0.0438
H 2.7486 2.4890 -1.8257
H 5.0707 2.3988 0.8891
H 8.6660 3.0386 1.5317
H 2.2095 3.8677 -0.8260
H -3.3144 2.0938 1.5203
H 4.3494 0.6615 -0.7008
H -0.1743 0.3636 1.1127
H -3.5848 -3.2388 0.7109
H 6.0403 0.1871 -0.9997
H 6.5272 -1.0426 2.3872
H 6.3653 1.3876 2.7099
H 7.0513 3.7089 1.8618
H -5.5541 3.0841 1.8691
H 0.2006 -2.3652 2.0063
H -2.3840 -1.5365 -2.3363
H 8.0540 0.9173 2.3804
H 4.9371 -2.2764 1.4094
H -8.9978 1.3457 -0.2966
H -2.1921 -2.3699 3.2824
H 2.8492 -0.8982 -0.3490
H -9.1075 0.5130 1.2806
H 2.3927 -2.9744 -2.4051
H 2.4756 -3.2408 1.5388
H -3.2968 -3.7388 3.1388
H 5.8709 2.6202 -0.6892
H 2.9788 -3.4824 -0.1549
H 1.1730 -2.5286 -4.4976
H 7.3188 -0.8136 0.8041
H -9.7683 2.1555 1.0893
H 5.0493 -2.0045 -0.3470
H 1.4071 1.8293 0.0127
H -1.5195 2.7778 -2.9527
H 3.4086 -0.0998 1.9022
H 2.6397 4.1183 -2.5356
H -5.1252 -1.2645 -0.3850
H -1.1708 -1.8284 -4.4717
H -3.1295 1.2808 -1.8271
H -4.1475 -1.9255 1.7559
H 7.7315 3.7689 0.2187

***

82
Properties=species:S:1:pos:R:3 method="wB97M-V/def2-TZVPD" orbital_gap_ha=0.28963 e_above_lowest_kj_mol=5.7 energy_ha=-1785.3408
O 3.3910 -1.6083 2.0673
O 3.6975 2.0346 1.7281
O 1.1267 -3.8842 -2.4359
O 0.7303 1.6119 1.9586
N -4.7229 0.8378 1.2789
N -1.8124 -0.8774 -0.1397
N 0.4066 1.0227 0.7303
C -2.7149 -1.3730 2.9576
C 0.2313 -4.9617 -2.3168
C 3.5541 1.8065 -2.9728
C -3.7804 0.0578 -1.1658
C 2.8590 3.2003 -0.6910
C 4.6492 2.1255 0.6791
C -2.3559 -2.3104 1.8050
C -0.9058 -0.5208 -1.2092
C 2.1383 3.3807 -1.8561
C -0.7343 1.0003 -1.3368
C -5.8102 1.0005 -2.3021
C 2.4829 2.6813 -3.0011
C -2.8040 0.0815 2.4929
C 3.0054 0.8041 1.6828
C -0.3984 1.6456 -0.0202
C -3.0200 -0.2181 -0.0232
C -3.5574 0.2229 1.2017
C 1.6782 -3.3721 -1.2956
C 5.5657 0.9334 0.6763
C 4.2771 1.6239 -1.8055
C 2.5261 -2.2796 -1.4618
C 1.7696 0.8872 2.5766
C -1.2739 -1.7367 0.8947
C -1.0585 2.9496 0.2964
C 1.4548 -3.8548 -0.0107
C 3.1256 -1.6685 -0.3791
C 3.9337 2.3190 -0.6544
C 2.0418 -3.2306 1.0742
C -6.7428 1.7972 0.4041
C 3.9734 -0.3208 2.0946
C 5.2461 -0.1900 1.2994
C 2.8720 -2.1259 0.9099
C -5.4429 1.0831 0.1935
C -4.9993 0.7087 -1.0773
H 2.6405 0.6155 0.6618
H 6.4954 1.0390 0.1378
H -0.5390 3.4456 1.1125
H -1.8001 0.4873 2.3579
H 0.0641 -0.9634 -0.9812
H 1.9939 1.4412 3.4891
H -6.7890 0.5267 -2.2337
H 3.8285 1.2574 -3.8616
H -7.5764 1.1898 0.0531
H 3.7933 -0.8411 -0.5529
H -3.4185 -0.2527 -2.1358
H -1.0751 3.5912 -0.5821
H 5.8949 -1.0540 1.3007
H 1.8627 -3.5953 2.0733
H -3.2434 -2.5119 1.2013
H -1.9597 -1.4477 3.7433
H -5.9700 2.0733 -2.4089
H -6.7593 2.7392 -0.1434
H -5.3077 0.6328 -3.1940
H 2.5863 3.7277 0.2106
H -6.8701 1.9982 1.4635
H 1.9192 2.8186 -3.9124
H -2.0887 2.7615 0.6018
H 4.2239 -0.1861 3.1583
H 1.3062 4.0690 -1.8714
H -0.6407 -4.6950 -1.7102
H -0.7756 -2.5654 0.3763
H -3.6719 -1.6808 3.3830
H 1.4391 -0.1307 2.8205
H 5.2249 3.0328 0.9063
H -3.3141 0.6799 3.2482
H 2.7088 -1.9175 -2.4611
H 0.8244 -4.7128 0.1628
H -0.0929 -5.1888 -3.3312
H 0.7162 -5.8449 -1.8882
H -1.6519 1.4506 -1.7178
H -0.5033 -1.2237 1.4855
H 0.0695 1.2061 -2.0489
H -2.0095 -3.2625 2.2122
H 5.1089 0.9352 -1.8002
H -1.2465 -0.9277 -2.1715